Density functional theory data (wB97M-V/def2-TZVPD) for a molecular structure, C45H45Cl3CsIN12O2S5.

- Total charge: -2
- Kohn-Sham gap: 3.8 eV
- Lowest unoccupied orbital energy: 3.2 eV
- Electronic energy: -169768.7239 eV

```
114
Properties=species:S:1:pos:R:3:forces:R:3
Cs 0.2522 -0.4785 0.2085 -0.03 -0.48 0.09
I 1.2267 3.0218 -0.2060 0.09 0.34 -0.04
Cl -1.7431 -0.5757 -5.8298 -0.09 0.00 0.03
Cl 1.8228 2.7532 -7.8435 0.00 0.00 -0.02
Cl 3.2191 -1.3986 -7.6223 0.01 0.00 -0.01
S -2.1331 -4.7749 -3.2181 -0.08 -0.04 0.06
S -1.0147 -3.7405 0.8883 -0.18 0.09 -0.07
S -0.0430 -2.8303 -2.4991 0.14 0.08 0.00
S 0.3093 3.7366 -5.4627 0.03 -0.01 -0.01
S -3.0178 -5.3769 -0.5354 -0.06 -0.03 -0.10
O 4.4713 1.3783 -4.6037 0.10 0.01 -0.11
O -4.1136 -6.4580 -2.6945 0.03 0.04 0.01
N 2.1775 -2.7709 1.6508 -0.13 -0.01 0.07
N -1.6543 0.3328 2.6034 0.06 0.27 0.05
N 3.1093 -1.0975 -0.9456 0.04 0.02 -0.06
N -3.4379 1.6046 -1.6756 -0.07 0.03 -0.02
N -3.6623 2.1875 6.0894 -0.05 -0.04 0.06
N 4.3848 -0.7912 -2.7217 -0.13 -0.01 0.00
N -3.1063 1.3229 3.9283 0.05 0.06 0.00
N -4.4012 1.7453 8.0600 -0.17 -0.03 0.00
N -2.6598 -0.4644 -0.9711 -0.05 -0.02 -0.10
N 1.6233 -0.9942 3.5735 0.04 0.07 0.02
N -3.8953 -0.2791 -2.9997 -0.11 0.05 0.04
N -4.7450 1.8803 6.8344 0.05 0.07 -0.06
C -0.3732 2.4410 7.7286 0.02 0.01 -0.08
C 1.0393 3.7723 -3.9104 0.01 0.01 0.01
C 0.8123 -0.9303 -6.5431 0.02 0.04 0.05
C -0.8585 2.1657 9.0242 -0.04 -0.01 0.09
C -3.7830 2.3505 4.6542 -0.05 0.01 -0.03
C -1.2003 2.4746 6.6302 0.07 0.01 0.00
C -3.2996 0.2140 -1.8375 0.08 -0.03 0.08
C 1.7609 3.1424 -6.1638 -0.02 -0.06 0.05
C 2.9214 -2.1862 5.1791 -0.01 0.00 -0.03
C -2.5544 2.2328 6.8758 -0.11 -0.07 0.11
C -5.2345 0.1825 -3.3168 0.01 0.00 -0.01
C 2.4333 -3.5782 0.6300 -0.04 0.00 0.01
C 4.6992 0.2104 -1.8289 -0.01 0.08 0.03
C -1.4464 2.8121 2.7493 0.08 0.09 -0.09
C 1.8088 0.2308 -4.2321 0.05 -0.04 0.06
C 3.4066 -1.5411 -2.1385 0.05 -0.01 0.03
C 2.4985 -1.9568 3.8684 -0.11 0.02 0.08
C -2.5073 -0.6150 3.1190 0.03 -0.16 -0.02
C -3.7168 -1.7002 -3.2304 0.02 0.03 -0.12
C 2.9353 -2.8282 2.7371 0.14 -0.06 -0.16
C 1.1343 -0.2548 4.5592 0.02 0.01 0.00
C 1.4880 -0.4181 5.8919 -0.03 0.02 0.00
C -2.1903 1.9151 9.2568 0.04 0.01 -0.02
C -3.4122 -0.0287 3.9446 0.00 0.00 -0.03
C -0.0387 -0.4630 -5.5617 0.04 0.00 -0.01
C 2.7546 2.9623 -5.2529 0.01 0.06 -0.06
C 4.3258 -4.4982 1.7491 0.00 -0.01 -0.02
C 4.8624 -0.8980 -4.0780 0.07 -0.03 0.03
C -1.2827 -3.9151 -1.9136 -0.07 -0.07 -0.08
C 2.7066 -0.1837 -5.2196 -0.06 -0.01 0.06
C 3.9042 0.0023 -0.7412 0.05 0.03 -0.15
C 4.1072 2.3833 -5.5430 -0.04 -0.05 -0.02
C -2.0234 1.4857 3.0943 -0.23 -0.19 0.04
C -3.2720 -5.6971 -2.2458 0.03 -0.01 0.03
C -1.6765 -4.2193 -0.6523 0.07 -0.04 0.05
C -2.9220 2.4080 -2.7763 0.02 0.01 0.00
C 2.1756 -0.7889 -6.3489 -0.01 0.02 -0.07
C 0.4432 0.0932 -4.3863 -0.04 -0.07 -0.05
C 2.3238 3.3415 -3.9473 -0.01 0.07 0.09
C 4.1876 0.0608 -5.0547 -0.05 0.04 0.03
C 4.0415 -3.6736 2.8262 -0.02 0.05 0.03
C -3.0106 2.1177 -0.3850 0.03 0.02 -0.01
C 2.4093 -1.4049 6.1999 0.01 -0.01 -0.01
C 3.5028 -4.4654 0.6365 0.00 0.00 0.01
C -3.0471 1.9513 8.1517 0.22 0.05 -0.05
H 1.0364 0.1993 6.6580 0.01 -0.02 -0.01
H -2.4096 -1.6538 2.8342 0.00 0.01 -0.02
H 4.8785 3.1549 -5.4823 -0.02 0.02 0.06
H -5.3388 1.2442 -3.1106 0.02 -0.01 0.01
H -2.5707 1.6940 10.2448 0.00 0.00 0.00
H -4.8536 2.3562 4.4508 0.01 -0.03 0.00
H 5.9338 -0.6870 -4.0872 0.01 -0.03 0.01
H 4.6718 -3.6843 3.7054 0.01 0.00 0.00
H -0.2441 0.3905 -3.6066 0.02 0.03 0.03
H -2.6608 -1.9526 -3.1577 0.04 -0.09 0.02
H -0.6321 2.6827 2.0348 0.00 -0.04 0.01
H -1.9193 2.2157 -0.3126 -0.01 -0.03 0.00
H -5.4340 0.0052 -4.3761 0.00 0.00 0.00
H 4.6747 -0.0815 -6.0248 0.01 -0.05 0.01
H 0.6867 2.6174 7.5958 0.00 0.01 -0.02
H -3.3455 1.4475 0.4039 -0.01 0.01 0.00
H -3.4520 3.1103 -0.2472 0.02 0.00 -0.01
H 0.4920 4.0701 -3.0277 -0.02 -0.03 -0.03
H 2.9284 -2.3792 -2.6302 0.00 0.02 0.01
H -0.8184 2.6598 5.6362 0.01 0.00 0.00
H 0.4089 0.4962 4.2610 0.02 0.00 0.01
H 5.4057 0.9822 -2.0793 0.00 -0.01 0.02
H -2.1889 3.4554 2.2689 0.00 -0.01 0.01
H -4.0436 -1.9386 -4.2427 -0.02 0.00 0.00
H -3.3764 3.4025 -2.7573 0.00 0.00 0.02
H -2.6747 -1.4656 -1.1644 0.02 0.04 0.15
H -5.9963 -0.3574 -2.7340 0.01 0.00 0.00
H -4.2283 -0.4202 4.5282 0.01 0.01 0.00
H 0.4246 -1.3923 -7.4386 0.01 0.00 0.00
H -1.8318 2.5292 -2.6962 0.01 0.01 0.00
H 3.6755 -5.1099 -0.2154 0.00 0.00 0.00
H 2.1931 0.6918 -3.3293 -0.01 0.00 0.00
H -4.2982 -2.3117 -2.5264 0.06 -0.04 0.02
H 3.8171 0.6034 0.1495 0.04 -0.01 0.01
H -0.1552 2.1461 9.8466 -0.01 -0.01 0.01
H 5.1795 -5.1652 1.7838 0.00 0.00 0.01
H 2.7103 -1.5785 7.2264 0.01 -0.01 0.00
H -1.0464 3.3509 3.6126 -0.02 -0.01 0.02
H 2.9196 3.2440 -3.0488 0.01 -0.01 -0.03
H -3.1436 1.9344 -3.7299 -0.02 -0.01 0.00
H 4.1202 1.9748 -6.5589 0.05 0.03 -0.01
H -3.3564 3.3096 4.3653 -0.02 0.01 0.00
H 3.6113 -2.9888 5.3978 0.00 0.00 0.02
H 4.7082 -1.9222 -4.4204 -0.02 0.02 -0.02
H 1.7407 -3.5172 -0.2055 0.05 -0.01 -0.01
```
Positions in Å, forces in eV/Å.

Results of the Mulliken charge analysis, in e, for atoms 1 through 99:
1 Cs 0.023
2 I -0.766
3 Cl -0.267
4 Cl -0.240
5 Cl -0.319
6 S -0.175
7 S -0.309
8 S 0.053
9 S -0.247
10 S -0.246
11 O -0.323
12 O -0.714
13 N 0.412
14 N 0.855
15 N 0.101
16 N 0.045
17 N 0.756
18 N 0.260
19 N 0.385
20 N -0.577
21 N -0.268
22 N 0.178
23 N 0.804
24 N -0.719
25 C -0.683
26 C -0.410
27 C -1.003
28 C -0.547
29 C -1.204
30 C -0.346
31 C 0.476
32 C 0.685
33 C -0.837
34 C 1.274
35 C -1.290
36 C -0.460
37 C -0.453
38 C -0.870
39 C 1.237
40 C -0.336
41 C 0.539
42 C -0.709
43 C -1.330
44 C 0.459
45 C -0.205
46 C -0.402
47 C -0.758
48 C -0.713
49 C 0.535
50 C 0.284
51 C -0.540
52 C -1.600
53 C -0.699
54 C -0.617
55 C -0.779
56 C -1.152
57 C 0.394
58 C 0.586
59 C -0.076
60 C -1.172
61 C 1.109
62 C -1.750
63 C -0.701
64 C -0.579
65 C -0.691
66 C -0.675
67 C -0.565
68 C -0.710
69 C 0.123
70 H 0.367
71 H 0.399
72 H 0.343
73 H 0.421
74 H 0.413
75 H 0.299
76 H 0.403
77 H 0.289
78 H 0.635
79 H 0.099
80 H -0.598
81 H 0.162
82 H 0.348
83 H 1.022
84 H 0.425
85 H 0.333
86 H 0.243
87 H 0.412
88 H 0.434
89 H 0.294
90 H 0.344
91 H 0.448
92 H 0.447
93 H 0.268
94 H 0.350
95 H -0.323
96 H 0.321
97 H 0.487
98 H 0.454
99 H 0.307